[1]
14
Properties=species:S:1:pos:R:3:forces:R:3:lowdin_charge:R:1 method="wB97M-V/def2-TZVPD" molar_mass_g_mol=82.1 charge=+1 relative_energy_kcal_mol=181.7 e_lumo_ha="-0.23867 / -0.22254" homo_ev="-15.11 / -12.65"
C 0.794512 -4.111930 -0.660126 1.12 -1.62 -0.57 -0.17
C -0.136868 0.069248 0.807543 1.26 1.21 0.89 0.38
C -0.176915 1.966327 -0.557677 -2.06 1.24 0.45 -0.08
C -0.971278 2.536754 0.559726 0.79 -2.63 -2.17 0.12
C 0.277436 1.358753 0.756753 -0.37 -1.55 1.34 -0.21
N 0.688618 -2.921466 -0.771884 -0.61 3.36 0.70 0.09
H 0.640926 -4.625510 -1.569729 -0.73 -1.28 -1.30 0.06
H 1.325302 -4.680288 0.069179 0.14 -0.28 1.26 0.07
H -0.744152 -0.637783 0.292748 -0.54 -0.42 -0.25 0.08
H -0.747010 1.243789 -1.149951 0.50 0.56 -0.20 0.14
H 0.568535 2.565394 -1.004371 0.73 0.41 -0.64 0.13
H -0.627841 3.324240 1.151289 0.33 1.30 0.65 0.11
H -1.956878 2.132372 0.679625 -0.29 0.08 0.32 0.12
H 1.065614 1.780100 1.396876 -0.27 -0.38 -0.49 0.16



[2]
101
Properties=species:S:1:pos:R:3:forces:R:3:lowdin_charge:R:1 method="wB97M-V/def2-TZVPD" molar_mass_g_mol=973.3 relative_energy_kcal_mol=66.6 e_lumo_ha=-0.03868 homo_ev=-5.68
Ba -0.381261 0.625580 -0.260311 -1.54 3.21 -2.13 2.07
C 1.831801 5.570466 4.134925 0.00 -0.02 -0.01 -0.09
C 2.685661 5.850018 3.065060 0.02 0.04 0.01 -0.08
C 2.771885 5.001361 1.971217 0.05 0.00 -0.13 -0.01
C 1.969178 3.871138 1.954713 -0.15 0.05 0.37 -0.12
C 1.829399 2.743331 1.022010 0.03 -0.11 -0.06 -0.31
N 0.849423 1.917586 1.463431 0.90 0.42 1.22 -0.05
C 0.427335 2.341889 2.686615 -0.08 -0.16 -0.01 -0.32
N -0.331923 1.672235 3.537359 0.07 0.18 0.22 0.19
C -0.954446 0.548608 3.174092 -0.09 0.01 -0.32 -0.30
C -1.019266 -0.659441 3.994208 -0.05 -0.26 -0.04 -0.10
C -0.734796 -0.912279 5.325968 0.00 0.05 0.03 -0.01
C -0.824894 -2.221229 5.773605 0.02 -0.01 0.02 -0.08
C -1.170705 -3.256730 4.903968 -0.02 -0.05 -0.02 -0.08
C -1.428640 -3.011540 3.564281 0.01 -0.01 -0.10 -0.01
C -1.344266 -1.705162 3.106569 0.02 0.14 0.29 -0.08
C -1.536794 -1.062608 1.803481 -0.36 -0.38 0.11 -0.32
N -1.574960 -1.469860 0.551182 -0.28 -0.87 0.73 0.03
C -0.757723 -2.271270 -0.130716 -0.12 -0.48 -0.21 -0.31
N 0.004655 -1.569386 -0.988297 0.99 -2.52 -0.98 -0.14
C 1.079939 -2.301190 -1.332247 -0.19 0.05 0.00 -0.29
N 2.206426 -1.792902 -1.811335 0.24 0.00 -0.18 0.21
C 2.549386 -0.524809 -1.642514 0.08 -0.22 0.00 -0.30
N 2.013319 0.374054 -0.767647 1.59 -0.24 0.01 -0.06
C 2.762135 1.496419 -0.771413 -0.05 -0.30 -0.08 -0.32
N 2.649154 2.580866 -0.004263 0.02 0.23 0.09 0.19
C 3.846805 1.358082 -1.752188 0.01 -0.22 -0.16 -0.12
C 4.882425 2.192452 -2.142172 -0.01 0.06 0.00 -0.02
C 5.767936 1.720981 -3.100435 0.03 0.10 0.04 -0.09
C 5.627447 0.445691 -3.652016 -0.02 -0.04 -0.02 -0.09
C 4.600385 -0.396699 -3.252201 0.02 -0.06 -0.05 -0.02
C 3.716701 0.072040 -2.293874 0.02 0.26 0.07 -0.11
C 0.865858 -3.682403 -0.898580 -0.16 0.04 0.12 -0.09
C 1.561803 -4.860111 -1.113348 0.05 -0.03 0.01 -0.01
C 1.070061 -6.023422 -0.540826 0.09 0.01 -0.06 -0.08
C -0.094828 -6.012296 0.228242 -0.10 0.02 0.06 -0.08
C -0.791187 -4.835521 0.454726 -0.05 -0.02 0.05 -0.03
C -0.298030 -3.660630 -0.094720 0.22 -0.04 -0.10 -0.08
N -1.398662 0.284811 1.937174 -0.54 0.15 2.09 -0.08
C 1.104305 3.597783 3.025739 0.26 0.12 -0.16 -0.14
C 1.034372 4.435457 4.127878 -0.10 -0.01 0.06 -0.03
H 1.809509 6.241763 4.983976 -0.02 0.00 0.00 0.10
H 3.302201 6.739443 3.102039 -0.01 0.00 -0.01 0.10
H 3.447666 5.211340 1.151843 0.00 -0.03 0.00 0.11
H -0.454858 -0.106838 5.992601 0.00 0.00 -0.01 0.11
H -0.618897 -2.450691 6.811298 -0.01 0.02 0.00 0.10
H -1.234155 -4.269261 5.281540 0.01 0.01 0.00 0.10
H -1.689528 -3.818932 2.895686 0.02 -0.02 0.02 0.09
H 4.992824 3.177255 -1.706629 -0.01 0.00 0.00 0.11
H 6.589464 2.349061 -3.422347 -0.02 0.00 -0.01 0.10
H 6.337571 0.114205 -4.399296 0.00 -0.02 0.01 0.10
H 4.488641 -1.390984 -3.665746 0.00 0.01 0.01 0.11
H 2.452959 -4.862533 -1.727595 0.01 -0.02 0.03 0.11
H 1.589638 -6.959731 -0.700266 -0.01 0.00 -0.01 0.10
H -0.464419 -6.938245 0.649883 0.01 -0.01 -0.01 0.10
H -1.712430 -4.842343 1.022679 0.01 -0.01 0.01 0.10
H 0.382165 4.197753 4.959671 0.01 -0.01 -0.01 0.11
C -1.224472 4.847672 0.741832 0.35 0.06 -0.22 0.02
N -2.625672 4.532990 1.118397 -0.04 0.04 0.08 -0.17
C -2.988256 5.176020 2.398110 -0.06 0.10 0.24 0.00
C -2.904197 3.036591 1.083396 -0.14 -0.40 -0.38 -0.10
C -3.204949 2.692685 -0.357722 0.11 0.14 -0.07 -0.32
C -4.535881 2.846083 -0.769001 -0.05 -0.04 0.12 -0.08
C -4.854120 2.794198 -2.114348 -0.03 0.00 0.04 -0.11
C -3.823259 2.624161 -3.030606 -0.04 -0.06 -0.08 -0.10
C -2.517846 2.442328 -2.591017 -0.03 -0.01 0.07 -0.16
C -2.129656 2.440837 -1.233844 -0.69 0.98 -0.44 -0.27
H -1.137450 5.911119 0.524996 -0.07 0.01 0.05 0.11
H -0.958246 4.254965 -0.134902 -0.13 -0.04 -0.01 0.08
H -0.567480 4.587672 1.567435 -0.09 -0.01 0.07 0.08
H -3.222365 4.897796 0.373038 -0.06 0.03 0.04 0.17
H -2.332151 4.799200 3.180528 0.02 -0.07 -0.05 0.11
H -4.021621 4.947946 2.649392 0.01 -0.05 -0.08 0.10
H -2.864462 6.254146 2.314223 0.05 -0.02 -0.04 0.10
H -3.761096 2.845863 1.729861 0.04 0.14 0.09 0.13
H -2.034035 2.511094 1.469373 0.03 0.17 0.09 0.08
H -5.325060 2.990049 -0.032431 0.00 0.01 -0.02 0.10
H -5.882352 2.888627 -2.440632 0.01 0.02 -0.01 0.10
H -4.049437 2.622759 -4.092206 0.02 -0.01 0.00 0.10
H -1.753277 2.312135 -3.353301 -0.05 -0.04 -0.04 0.06
S -0.221901 0.993187 -7.696325 0.11 -0.21 0.10 0.98
C -0.041898 0.800604 -5.925596 -0.07 0.02 -0.17 -0.52
C -0.707690 -0.220670 -5.261542 0.08 0.07 0.10 -0.06
C -0.567824 -0.306084 -3.885100 -0.08 -0.04 -0.14 -0.12
N 0.163111 0.546267 -3.171716 0.07 -0.02 -0.18 0.01
C 0.813963 1.505127 -3.821937 0.04 0.06 0.05 -0.13
C 0.744694 1.679114 -5.196521 -0.06 -0.02 -0.03 -0.06
C 0.634303 -0.508436 -8.170733 -0.07 0.26 0.05 -0.52
C 2.009576 -0.594365 -8.008151 0.00 -0.13 -0.02 -0.08
C 2.637452 -1.776387 -8.371961 -0.03 0.14 0.05 -0.14
N 1.990822 -2.822608 -8.876426 0.07 -0.18 -0.05 0.06
C 0.676819 -2.722783 -9.035268 -0.03 0.06 -0.01 -0.14
C -0.052653 -1.588506 -8.699739 0.05 -0.01 -0.03 -0.08
H -1.319670 -0.928138 -5.803728 -0.02 0.00 0.02 0.11
H -1.073862 -1.087840 -3.328407 0.01 0.03 0.01 0.11
H 1.423792 2.167598 -3.213897 -0.03 0.01 -0.03 0.12
H 1.287495 2.474550 -5.688081 0.01 0.01 0.02 0.11
H 2.569173 0.237095 -7.601569 0.03 -0.02 0.00 0.11
H 3.710576 -1.884158 -8.256509 -0.02 0.00 0.00 0.11
H 0.178303 -3.593620 -9.447256 -0.02 0.02 0.00 0.11
H -1.123688 -1.549959 -8.843930 0.00 -0.01 0.01 0.10



[3]
96
Properties=species:S:1:pos:R:3:forces:R:3:lowdin_charge:R:1 method="wB97M-V/def2-TZVPD" molar_mass_g_mol=654.5 charge=-1 relative_energy_kcal_mol=123.7 e_lumo_ha=0.08245 homo_ev=-6.84
B 11.315750 -14.008020 -6.346110 0.64 1.25 0.22 -1.39
F 10.901110 -12.684620 -6.472010 0.26 0.73 -0.56 0.12
F 12.688660 -14.096120 -6.188990 0.32 -0.08 0.08 0.15
F 10.637640 -14.473990 -5.271490 -0.80 -1.01 1.86 0.16
F 10.911370 -14.745860 -7.434230 0.44 -0.84 -0.83 0.12
C 13.180310 -10.548510 -8.659670 -1.36 -1.35 -1.77 -0.80
O 14.172850 -11.026900 -8.249200 3.04 -1.26 3.67 0.09
N 11.895670 -10.657410 -8.339860 -2.23 -0.58 3.32 0.17
N 13.165930 -10.128930 -9.882380 0.75 3.31 -5.86 0.13
H 11.246920 -10.034140 -8.798960 -0.05 -0.42 0.73 0.10
H 11.677860 -11.178780 -7.502700 -0.50 0.33 0.01 0.08
H 14.030170 -9.960620 -10.377210 -0.29 -0.06 0.15 0.12
H 12.285740 -9.915310 -10.329300 0.68 0.05 -0.28 0.10
C 8.433820 -14.106530 -9.265430 -0.48 0.48 -0.54 -0.77
O 7.674620 -13.865790 -10.175520 -0.91 -0.08 -1.11 0.04
N 9.203430 -13.196720 -8.696660 0.68 3.32 0.29 0.15
N 8.618200 -15.237250 -8.639200 -0.60 -3.36 0.33 0.18
H 10.030980 -13.454040 -8.177960 -0.50 0.78 -0.40 0.05
H 8.865760 -12.268590 -8.907940 0.91 0.14 0.18 0.12
H 9.104970 -15.171590 -7.756680 -0.29 -1.03 -0.48 0.09
H 8.272900 -16.065400 -9.102920 0.16 -0.08 0.70 0.12
C 12.833450 -16.085380 -2.967020 1.38 -2.88 1.14 -0.76
O 13.349540 -16.784870 -2.089280 -0.54 0.36 0.29 0.00
N 11.719090 -16.363800 -3.598870 -3.09 -1.45 -0.70 0.18
N 13.449820 -15.087460 -3.531520 2.28 3.19 -0.37 0.17
H 11.383520 -15.752710 -4.329660 -0.15 -0.41 0.24 0.07
H 11.318640 -17.282330 -3.472150 -0.01 0.38 0.04 0.12
H 14.342870 -14.878700 -3.108460 -0.06 0.27 -0.45 0.13
H 13.173320 -14.748070 -4.441720 0.40 0.20 0.17 0.08
C 13.302530 -15.525790 -9.703890 3.24 1.58 -4.15 -0.73
O 14.149010 -15.789570 -10.566300 -0.12 -1.00 -0.71 -0.02
N 12.391450 -14.600480 -9.960410 -2.77 1.06 0.98 0.19
N 13.510850 -15.882220 -8.475780 -0.83 -1.08 2.81 0.20
H 12.210450 -14.153090 -10.847640 0.39 -0.59 0.26 0.12
H 11.783620 -14.417230 -9.174880 -0.29 0.41 -0.68 0.07
H 12.965540 -15.373780 -7.794440 0.80 -0.52 0.54 0.08
H 14.434810 -16.271160 -8.352800 -0.26 0.07 0.81 0.09
C 7.222980 -12.879170 -5.559770 -4.35 0.88 1.48 -0.88
O 6.075500 -12.608510 -5.340600 -3.45 1.02 0.47 0.04
N 8.079780 -12.047440 -5.995710 3.60 3.92 -2.24 0.19
N 7.724030 -13.989640 -5.229920 3.36 -6.27 1.19 0.19
H 7.755200 -11.092980 -6.056920 0.30 -0.29 -0.63 0.13
H 8.747360 -12.483550 -6.615590 0.41 1.11 -0.11 0.07
H 7.227130 -14.750920 -4.789870 -0.09 0.47 -0.34 0.14
H 8.731050 -14.030710 -5.295770 -0.16 -0.69 0.38 0.08
C 19.223310 -16.292470 -9.353320 0.71 0.35 0.56 -0.08
C 17.918080 -16.847700 -8.821670 0.26 0.37 0.86 -0.45
C 17.493600 -16.171620 -7.473870 -0.06 -0.78 -0.97 -0.20
O 16.266870 -16.754140 -7.078880 -1.17 0.35 0.68 -0.24
C 15.636380 -16.243770 -5.827750 1.45 -0.52 -2.05 -0.05
N 16.930990 -16.677330 -9.860320 -0.30 -0.09 0.56 0.06
H 19.406540 -16.581510 -10.388200 -0.01 -0.36 0.16 0.08
H 20.060250 -16.556750 -8.706960 0.17 -0.37 -0.15 0.07
H 19.275880 -15.203740 -9.353720 -0.51 0.28 0.01 0.07
H 18.051710 -17.894620 -8.549270 -0.11 -0.31 -0.40 0.13
H 17.388760 -15.118430 -7.734470 0.04 0.43 0.62 0.13
H 18.222270 -16.417290 -6.701360 0.39 0.56 0.12 0.12
H 14.819680 -16.944450 -5.654080 0.18 0.21 0.34 0.09
H 15.279470 -15.225970 -5.985220 -0.11 0.03 0.00 0.07
H 16.432410 -16.246420 -5.083150 -0.36 -0.12 0.43 0.08
H 16.031730 -16.743120 -9.405240 -0.44 -0.43 -0.48 0.03
H 16.952490 -15.697050 -10.102550 -0.02 0.31 -0.50 0.07
C 12.615220 -11.020300 -4.110440 1.14 0.23 -0.16 -0.03
C 13.877060 -11.332830 -3.240620 -0.43 1.00 -1.57 -0.39
C 14.687030 -10.029450 -2.834360 0.89 -1.41 0.00 -0.16
O 15.505010 -9.547750 -3.892930 -0.46 -0.88 -1.32 -0.19
C 15.597930 -8.197510 -4.105150 -1.10 1.60 0.54 -0.16
N 13.448720 -12.120040 -2.122440 0.51 0.74 1.32 0.05
H 11.852470 -10.510810 -3.521600 -0.03 -0.16 0.05 0.06
H 12.245640 -11.974240 -4.486620 -0.28 0.11 0.13 0.06
H 12.840790 -10.408300 -4.983750 0.17 0.10 -0.10 0.07
H 14.514960 -11.983110 -3.839210 0.44 0.37 -0.16 0.13
H 15.485350 -10.309960 -2.147270 -0.66 -0.33 0.95 0.12
H 14.065100 -9.248500 -2.396830 -0.25 0.08 -0.09 0.11
H 14.645100 -7.669060 -4.135780 -0.94 -0.39 -0.54 0.07
H 16.078610 -7.938620 -5.048560 0.42 -0.38 0.27 0.09
H 15.966380 -7.639000 -3.244670 1.25 -0.13 0.19 0.08
H 13.109460 -13.027120 -2.409180 -0.12 0.04 -0.11 0.04
H 12.679720 -11.586260 -1.743230 -0.41 -0.60 0.49 0.03
C 11.082740 -9.518540 -0.330900 2.51 -0.49 0.18 -0.09
C 9.929220 -9.377620 -1.206090 -1.08 -1.09 -0.02 -0.44
C 9.348490 -10.745280 -1.644230 -0.22 -1.07 1.34 -0.20
O 10.304420 -11.724860 -2.011340 0.14 0.74 -1.39 -0.23
C 9.756280 -12.971390 -2.447300 0.87 0.27 0.52 -0.06
N 8.907370 -8.600080 -0.456540 0.36 0.47 -2.10 0.04
H 11.437000 -8.528440 -0.044020 -0.39 -0.06 0.78 0.09
H 11.957400 -9.876530 -0.873970 -0.03 -0.37 -0.24 0.05
H 10.940630 -10.259890 0.455430 -0.11 0.44 0.45 0.10
H 10.287050 -8.870250 -2.101990 -0.56 0.60 -0.03 0.14
H 8.495740 -10.679250 -2.319930 0.20 0.29 -0.66 0.12
H 8.915690 -11.208550 -0.757570 -0.55 0.36 0.68 0.11
H 10.617510 -13.550180 -2.781050 -0.01 -0.18 0.29 0.07
H 9.085590 -12.970620 -3.306530 -0.29 0.70 0.15 0.07
H 9.294530 -13.420090 -1.567780 -0.26 -0.43 -0.13 0.09
H 8.480510 -9.065260 0.331810 0.20 -0.51 -0.12 0.07
H 8.219880 -8.475340 -1.185860 -0.88 0.45 0.48 0.06



[4]
12
Properties=species:S:1:pos:R:3:forces:R:3:lowdin_charge:R:1 method="wB97M-V/def2-TZVPD" molar_mass_g_mol=218.0 charge=+1 relative_energy_kcal_mol=53.3 e_lumo_ha="-0.24069 / -0.24067" homo_ev="-13.43 / -13.43"
C 0.229861 0.096193 -0.795623 -1.23 -1.63 0.66 -0.23
C 1.181000 -1.033410 -0.360325 -2.76 0.19 0.71 -0.13
N 1.702596 0.006202 0.508981 -0.64 -0.14 1.57 0.05
O -0.893842 0.305519 -0.299940 -0.56 -0.43 1.04 -0.28
P -2.871329 1.725300 0.141857 1.17 -2.23 1.56 0.53
I -3.919448 -0.404738 0.039208 -0.02 0.81 -0.12 0.53
H 0.526798 -1.849771 0.179139 1.90 1.34 -1.14 0.17
H 1.949340 -1.296494 -1.098992 -0.70 -0.52 0.23 0.13
H 2.545452 0.369233 0.179921 1.57 0.65 -0.08 0.08
H 0.429726 0.686403 -1.623845 1.55 1.39 -1.49 0.12
H 1.602402 -0.027287 1.536170 0.03 -0.13 -1.14 0.14
H -2.482557 1.422852 1.593444 -0.31 0.71 -1.81 -0.11



[5]
16
Properties=species:S:1:pos:R:3:forces:R:3:lowdin_charge:R:1 method="wB97M-V/def2-TZVPD" molar_mass_g_mol=138.2 relative_energy_kcal_mol=13.6 e_lumo_ha=0.00514 homo_ev=-9.33 smiles=SS.O.O.O.O
S -1.969058 -2.039397 -1.407839 -0.05 -0.06 0.25 0.23
S -2.985721 -0.426610 -0.630050 -0.18 -0.02 -0.08 0.25
H -1.269627 -1.403360 -2.350526 0.12 0.15 -0.12 -0.22
H -2.202401 -0.128883 0.417200 0.15 -0.08 0.03 -0.23
H 3.223838 0.934913 -1.296074 0.08 -0.06 0.19 0.03
H 2.117792 0.050901 -1.810087 0.03 0.03 0.49 0.04
O 2.536752 0.336267 -0.980118 -0.11 0.07 -0.69 -0.06
H -0.783420 2.800322 -0.133635 -0.25 -0.18 -0.13 0.05
H 0.612188 2.472001 -0.548249 0.18 -0.41 -0.01 0.04
O -0.233345 2.041677 -0.370762 0.00 0.59 0.25 -0.07
H -0.940695 1.044174 3.167304 0.00 0.03 -0.47 0.05
H -0.779415 1.422975 1.652699 0.22 -0.14 0.16 0.00
O -1.396740 1.082772 2.314566 -0.13 0.04 0.13 -0.08
H 0.672156 -2.522335 0.408475 -0.50 0.01 0.40 0.00
H 2.090635 -2.831938 0.499494 0.24 -0.12 0.51 0.03
O 1.307059 -2.833480 1.067602 0.20 0.15 -0.91 -0.07